The following is a DFT calculation (ωB97M-V/def2-TZVPD) of a cluster of 11 separate species, C80H186BrN10O5 in total at a distorted geometry.

Computed properties:
total charge: +9

Each line ends with the Löwdin charge.
CARTESIAN COORDINATES (ANGSTROEM)
Br 0.407 -0.414 -3.752  -0.26
O 4.988 -3.601 -5.700  -0.21
O 2.074 -2.726 -8.491  -0.18
O 3.706 10.626 1.642  -0.21
O 10.106 4.013 6.577  -0.04
O 1.794 6.907 -1.276  -0.17
N 4.700 -6.655 4.875  -0.23
N -3.799 -8.061 2.950  -0.25
N 8.341 1.760 6.361  -0.32
N -3.415 6.613 4.895  -0.26
N -9.171 -1.849 4.555  -0.28
N -3.903 0.219 -6.902  -0.25
N 2.462 -2.523 -5.897  0.04
N 0.362 -0.393 0.259  -0.27
N 3.028 9.118 -0.219  0.08
N 3.918 4.420 -8.109  -0.26
C -8.919 -3.295 4.878  0.04
C -10.663 -1.502 6.372  -0.14
C -5.478 5.350 4.837  -0.17
C 4.681 -8.943 1.645  -0.22
C 1.783 -2.492 -9.844  -0.07
C -9.345 -0.886 6.828  -0.11
C -7.181 -2.305 0.350  -0.10
C 4.441 -7.139 3.444  -0.13
C 0.335 -0.755 1.708  0.03
C -4.315 4.408 5.095  -0.13
C -1.812 -1.332 -0.257  -0.16
C 3.370 -5.394 6.484  -0.15
C 1.358 0.678 -0.113  -0.12
C 4.033 -7.627 5.895  -0.05
C 5.230 -7.996 0.519  -0.08
C 1.537 4.642 -7.230  -0.19
C 4.333 9.393 1.730  -0.25
C 6.168 -6.503 5.169  0.03
C 7.220 0.736 6.554  -0.01
C 3.850 11.414 2.822  -0.03
C 3.088 -2.891 -4.604  -0.14
C -4.402 -7.991 0.597  -0.11
C 5.136 0.128 -0.084  -0.10
C 8.775 4.107 7.114  -0.21
C -4.858 -9.207 2.609  -0.06
C 0.945 -3.057 -7.725  -0.22
C -0.471 8.678 6.316  -0.28
C -5.107 -0.558 -7.444  -0.11
C 5.083 -8.477 3.044  -0.20
C -4.261 2.061 -8.435  -0.11
C -3.134 5.359 5.598  -0.09
C -3.112 -6.155 6.231  -0.25
C -4.944 -9.380 1.105  -0.12
C 2.825 -6.833 6.431  -0.13
C 3.968 -5.289 5.101  -0.11
C 8.119 2.409 5.045  -0.03
C 4.044 -4.039 -4.755  -0.22
C -0.695 4.839 -8.670  -0.07
C -4.206 -7.140 1.884  -0.13
C 0.163 5.347 -7.456  -0.22
C 4.418 8.994 0.300  -0.07
C -1.045 -0.047 -0.284  -0.11
C -4.424 1.368 -6.034  -0.10
C 1.076 7.646 -0.326  -0.24
C 8.371 2.749 7.598  -0.05
C 9.609 0.905 6.255  0.02
C 5.892 -4.539 -6.279  -0.05
C 5.278 2.958 -9.612  -0.10
C -4.742 -1.814 -8.219  -0.19
C 3.872 0.709 -0.605  -0.26
C -3.285 0.935 -8.171  -0.05
C 5.108 5.253 -8.625  -0.08
C -5.851 -3.832 -9.384  -0.08
C -3.011 -0.717 -6.180  -0.01
C -1.216 7.682 5.451  -0.24
C -7.320 -1.678 2.863  -0.20
C 3.888 3.290 -9.100  -0.13
C -3.898 -7.564 4.375  -0.14
C 0.887 6.334 -2.157  -0.11
C -2.219 -5.095 6.721  -0.12
C -2.450 -8.641 2.678  0.02
C -0.720 -2.331 -0.677  -0.15
C 2.003 8.355 0.544  -0.11
C -3.270 6.683 3.410  0.03
C 0.997 8.381 6.422  -0.10
C 6.061 4.320 -9.349  -0.10
C 0.642 -1.649 -0.494  -0.17
C -6.995 -1.270 1.441  -0.27
C -10.623 -1.600 4.867  -0.09
C 2.591 5.181 -8.162  -0.11
C -8.794 -1.585 3.121  -0.12
C -2.769 -6.719 4.783  -0.19
C 1.503 -3.535 -6.420  -0.10
C 4.350 3.954 -6.772  0.01
C -4.954 6.720 5.222  -0.06
C -8.441 -0.974 5.584  -0.08
C -2.681 7.820 5.531  -0.11
C 2.722 0.230 0.292  -0.21
C -5.969 -2.381 -8.916  -0.26
C -4.960 2.379 -7.027  -0.10
H 2.027 -1.598 -5.806  0.09
H 2.979 8.828 -1.157  0.15
H 10.596 1.366 6.306  0.11
H -6.842 -2.336 -8.279  0.11
H 4.342 -4.370 -3.752  0.14
H 4.217 -5.300 7.227  0.14
H 1.443 9.089 1.112  0.15
H 4.702 -7.809 6.714  0.14
H -0.771 6.674 5.728  0.13
H 2.481 -7.315 7.329  0.13
H -0.895 8.768 7.322  0.13
H -6.972 -2.678 3.060  0.11
H -3.508 -8.103 0.005  0.11
H 2.354 5.210 -9.245  0.14
H -9.466 -3.932 4.184  0.13
H 2.963 0.621 1.288  0.13
H -5.146 -7.433 0.000  0.12
H -5.754 5.292 3.789  0.11
H 10.748 3.981 7.278  0.11
H 3.257 3.617 -9.958  0.15
H 3.451 10.818 3.645  0.09
H 3.157 -5.323 4.381  0.11
H 4.810 7.986 0.241  0.15
H -3.765 2.921 -8.867  0.11
H -11.202 -2.432 4.465  0.15
H -2.717 -4.501 7.475  0.08
H 1.165 -1.379 -1.404  0.03
H 0.427 8.356 -0.850  0.14
H -1.070 3.814 -8.537  0.06
H -6.561 -3.232 0.511  0.08
H -3.481 -6.349 1.937  0.12
H -2.520 -9.270 1.788  0.11
H -11.512 -0.919 6.780  0.15
H -5.073 6.895 6.294  0.14
H -6.176 -1.717 -9.748  0.12
H -3.032 8.763 5.047  0.16
H 6.158 -8.535 3.247  0.13
H -6.439 5.047 5.302  0.14
H -7.656 -0.434 1.258  0.11
H 2.267 -3.069 -3.965  0.09
H 4.630 -4.505 4.817  0.12
H -2.015 -4.455 5.833  0.08
H 4.683 -9.246 3.671  0.10
H -4.573 -10.128 3.113  0.15
H 6.511 -7.494 5.500  0.12
H -0.837 7.895 4.416  0.13
H -0.077 4.863 -9.552  0.06
H 1.069 1.555 0.498  0.15
H -0.807 -2.479 -1.747  0.08
H 3.627 3.236 -6.404  0.10
H 1.867 4.650 -6.187  0.10
H 4.949 -0.921 0.221  0.09
H 6.223 -4.084 -7.243  0.11
H -2.084 -0.190 -5.910  0.07
H -0.797 -3.356 -0.241  0.13
H 7.130 2.806 4.950  0.10
H -4.276 -2.601 -7.623  0.11
H -4.558 3.521 5.662  0.11
H 6.708 -6.158 4.294  0.12
H -1.480 5.621 -8.737  0.10
H 0.993 -1.758 -10.063  0.10
H 5.441 0.623 0.831  0.08
H 3.694 -2.030 -4.297  0.14
H 6.764 -4.779 -5.634  0.11
H -4.071 -1.552 -9.074  0.13
H 5.743 2.159 -9.002  0.12
H 0.352 6.401 -7.657  0.11
H 1.084 7.358 6.902  0.10
H -2.202 -9.305 3.467  0.11
H -2.272 -1.589 0.705  0.11
H -3.178 0.190 -8.931  0.11
H 4.825 -6.987 0.565  0.06
H -5.776 -0.737 -6.625  0.14
H 2.743 -0.871 0.218  0.10
H -5.623 0.163 -8.061  0.12
H -5.995 -9.441 0.765  0.14
H 7.209 0.087 5.662  0.10
H -2.136 5.000 5.345  0.13
H 0.421 5.459 -1.720  0.09
H 3.627 0.387 -1.593  0.10
H 6.262 1.292 6.504  0.11
H 1.464 8.243 5.443  0.06
H 0.353 -3.878 -8.131  0.14
H 2.625 -4.607 6.704  0.13
H -10.810 -2.478 6.784  0.11
H 5.343 9.453 2.189  0.16
H 2.569 7.705 1.204  0.13
H 8.187 1.634 4.304  0.09
H -10.974 -0.710 4.317  0.15
H -4.041 6.112 2.967  0.08
H -7.840 -3.439 4.801  0.10
H 8.931 3.051 4.745  0.11
H 4.995 -8.431 -0.442  0.07
H 1.438 5.888 -2.996  0.09
H -4.652 3.303 -6.553  0.11
H -2.329 6.256 3.135  0.10
H 2.682 -2.137 -10.342  0.10
H 7.411 2.677 8.159  0.15
H 5.240 -5.367 -6.620  0.10
H 4.941 -9.996 1.648  0.12
H -7.005 -1.902 -0.642  0.07
H 1.985 -6.791 5.716  0.12
H 4.390 4.818 -6.145  0.11
H -2.639 -5.907 4.071  0.11
H -2.603 -1.386 -1.001  0.12
H 5.331 3.555 -6.806  0.11
H 4.785 -6.403 2.727  0.12
H -5.953 -4.470 -8.548  0.06
H 5.151 2.708 -10.649  0.12
H -9.444 0.188 7.051  0.13
H 9.538 0.097 7.004  0.11
H 5.938 0.121 -0.785  0.08
H -5.419 7.582 4.727  0.15
H 5.009 9.665 -0.304  0.16
H -3.957 -8.418 5.014  0.15
H 3.871 1.811 -0.678  0.13
H -8.983 -1.402 7.690  0.12
H -3.038 7.814 6.566  0.14
H -9.299 -3.425 5.882  0.11
H -6.058 2.395 -7.076  0.13
H -3.566 1.672 -5.473  0.12
H 8.131 4.488 6.284  0.13
H -8.298 -0.043 5.095  0.12
H -4.797 -7.003 4.407  0.13
H 6.345 -5.867 6.012  0.10
H -4.139 -5.789 6.106  0.11
H -1.263 -5.433 7.122  0.08
H -9.050 -0.557 2.900  0.14
H 1.495 -3.473 -10.256  0.11
H 1.206 0.844 -1.154  0.07
H 0.248 7.069 -2.615  0.10
H 3.239 -2.398 -6.581  0.18
H 4.896 11.712 3.003  0.12
H 7.361 0.173 7.512  0.13
H -3.289 5.503 6.666  0.15
H 3.590 -8.914 1.554  0.10
H 0.774 -3.673 -5.616  0.14
H -5.010 1.741 -9.146  0.12
H -0.877 0.310 -1.329  0.08
H 3.544 -4.935 -5.173  0.12
H 3.780 8.719 2.436  0.13
H -5.163 -6.728 2.156  0.13
H -1.832 -7.347 4.826  0.13
H -3.247 -6.943 6.983  0.13
H -6.742 -4.118 -9.972  0.10
H 6.953 4.211 -8.762  0.11
H 3.821 -8.572 5.449  0.12
H -6.854 -0.914 3.469  0.11
H -2.333 1.315 -7.757  0.13
H -4.396 -10.247 0.774  0.12
H -6.008 -0.765 1.397  0.11
H -4.946 -3.989 -10.014  0.10
H -0.370 5.309 -6.531  0.09
H 3.338 -7.200 3.297  0.14
H 9.071 2.297 8.260  0.13
H -1.662 -7.876 2.658  0.11
H 2.847 6.219 -7.973  0.14
H 1.474 9.169 6.993  0.09
H 5.592 5.762 -7.804  0.13
H -0.696 9.643 5.873  0.12
H -3.997 3.946 4.162  0.10
H -5.823 -8.841 2.949  0.14
H 3.101 12.178 2.753  0.10
H 8.624 4.805 7.915  0.13
H 0.115 0.104 2.341  0.12
H 3.413 2.420 -8.650  0.13
H -3.456 7.726 3.098  0.13
H -3.524 -1.158 -5.358  0.10
H 9.557 0.449 5.209  0.13
H 6.401 4.701 -10.307  0.13
H -5.106 0.994 -5.291  0.13
H 1.432 -2.181 0.099  0.13
H 1.322 -1.096 2.014  0.11
H 1.420 3.579 -7.483  0.11
H -2.753 -1.582 -6.760  0.08
H 4.577 5.971 -9.226  0.13
H 2.058 -4.464 -6.557  0.14
H -1.504 0.744 0.325  0.14
H 6.312 -8.021 0.530  0.08
H 0.215 -2.273 -7.564  0.12
H 2.863 10.114 -0.162  0.18
H -9.460 -2.235 2.541  0.15
H -7.431 -1.412 5.731  0.14
H -0.416 -1.474 1.901  0.09
H 0.393 7.014 0.270  0.14
H -8.235 -2.621 0.322  0.08



The following is a DFT calculation (ωB97M-V/def2-TZVPD) of a cluster of 10 separate species, C80H65N5O15 in total at a distorted geometry.

Computed properties:
relative energy (zero: lowest compared OMol25 entry of this formula, charge and spin): 645.7 kJ/mol
SMILES string: O=C1c2ccccc2C(=O)c2ccccc21.O=C1c2ccccc2C(=O)c2ccccc21.O=C1c2ccccc2C(=O)c2ccccc21.O=C1c2ccccc2C(=O)c2ccccc21.O=C1c2ccccc2C(=O)c2ccccc21.CC(N)=O.CC(N)=O.CC(N)=O.CC(N)=O.CC(N)=O

Each line ends with the Löwdin charge.
CARTESIAN COORDINATES (ANGSTROEM)
O 13.302 8.297 8.238  0.07
O 13.590 -2.847 8.889  0.10
O 1.132 0.844 2.109  0.08
O -0.617 -15.956 -6.883  0.08
O 1.199 15.143 8.087  0.03
O 2.104 -12.964 -3.320  0.06
O -6.897 -3.231 -9.517  0.06
O -13.629 2.702 1.725  0.07
O -9.723 3.577 -6.071  0.04
O -3.871 2.730 0.875  0.10
O 11.357 -7.436 7.074  0.10
O -8.244 -0.417 -14.028  0.10
O 8.016 8.698 7.223  0.10
O -4.768 13.294 2.173  0.04
O -10.278 -6.137 -3.811  0.04
N -9.671 -6.189 -1.727  0.16
N -6.352 13.081 3.683  0.15
N -7.584 3.610 -6.725  0.16
N 0.532 13.995 6.389  0.16
N -12.336 3.449 0.179  0.15
C 0.046 1.377 1.857  -0.22
C -9.679 -2.743 -13.499  0.00
C 10.189 9.650 6.846  -0.07
C -0.933 0.546 0.984  -0.06
C -9.347 4.305 -8.247  -0.02
C -1.394 -1.479 -0.319  -0.08
C -8.897 3.786 -6.928  -0.64
C 9.810 10.762 6.060  0.01
C -6.845 14.132 1.502  -0.01
C 11.313 -5.085 7.004  -0.06
C -13.478 2.928 0.582  -0.66
C 13.887 -5.187 10.426  -0.01
C 10.386 -2.683 6.008  -0.05
C -2.179 1.070 0.573  -0.08
C -7.158 -2.728 -10.650  -0.21
C -14.600 2.731 -0.472  0.00
C -2.928 0.417 -0.421  0.01
C 13.882 -7.581 10.563  -0.05
C 2.531 -15.820 -3.302  0.02
C -0.015 4.898 3.215  -0.08
C 11.637 6.104 8.883  0.01
C -1.175 5.453 2.795  -0.06
C -1.521 -13.373 -6.384  -0.01
C 9.232 8.595 7.274  -0.26
C -10.370 -4.098 -2.573  -0.02
C 0.402 3.608 2.881  -0.01
C -4.497 0.294 -12.251  -0.05
C 12.991 -3.863 8.533  -0.26
C 0.797 -15.985 -4.917  -0.11
C -8.288 -3.153 -11.534  -0.06
C -2.697 2.419 1.004  -0.27
C 11.980 11.641 5.957  -0.08
C -8.620 -2.330 -12.674  -0.06
C 12.441 10.633 6.863  0.04
C -5.729 0.042 -12.870  0.01
C -5.886 13.533 2.523  -0.64
C 13.142 -5.135 9.265  -0.12
C -2.044 4.651 2.038  -0.01
C -9.909 -4.799 -12.320  -0.06
C -0.641 -0.705 0.491  -0.05
C 10.292 -5.090 6.037  -0.02
C -0.110 -11.799 -4.518  -0.02
C -1.895 -12.003 -6.200  0.00
C -2.519 -0.889 -0.813  -0.06
C 1.344 -13.703 -3.996  -0.21
C -4.095 -0.506 -11.175  -0.04
C 1.667 -17.991 -3.829  -0.07
C 9.841 7.331 7.874  -0.08
C 11.928 -3.871 7.463  -0.07
C 12.685 -6.333 8.775  -0.08
C 12.075 8.366 7.977  -0.26
C -0.127 -15.302 -5.933  -0.22
C -10.097 -5.543 -2.773  -0.67
C -5.010 -1.457 -10.750  -0.03
C 9.780 -3.894 5.568  -0.05
C 13.065 -7.540 9.418  0.01
C -1.022 15.659 7.373  0.00
C 2.572 -17.222 -3.160  -0.07
C -8.933 -4.408 -11.362  0.03
C 10.761 5.112 9.286  -0.06
C 0.864 -17.382 -4.810  0.01
C 11.576 9.516 7.167  -0.06
C 0.183 -13.121 -4.732  -0.09
C -0.458 2.786 2.193  -0.06
C -1.708 3.354 1.683  -0.06
C -7.912 -1.096 -13.065  -0.29
C 11.186 7.229 8.179  -0.11
C -6.644 -0.869 -12.318  -0.10
C 14.119 -6.352 11.159  -0.06
C 11.463 -2.674 6.913  -0.01
C 9.023 6.262 8.199  -0.02
C 11.725 -6.416 7.623  -0.27
C 1.470 -15.251 -4.038  -0.10
C -6.283 -1.592 -11.205  -0.10
C 0.309 14.882 7.315  -0.65
C 10.678 11.798 5.645  -0.07
C -1.153 -11.216 -5.226  -0.03
C 9.411 5.152 8.930  -0.05
C -0.541 -13.915 -5.649  -0.12
C -10.270 -3.975 -13.354  -0.08
H -10.069 5.099 -8.053  0.09
H 14.625 -6.200 12.101  0.11
H 10.275 12.503 4.932  0.11
H 8.890 -3.918 4.957  0.10
H -7.833 13.676 1.453  0.07
H -15.285 3.558 -0.288  0.08
H -6.453 14.187 0.486  0.08
H -10.465 -5.712 -12.168  0.10
H 11.824 -1.729 7.292  0.11
H -3.071 4.963 1.922  0.12
H -1.754 15.146 6.750  0.06
H 0.319 -17.998 -5.509  0.12
H 0.404 -11.231 -3.756  0.12
H 1.464 13.683 6.622  0.12
H -6.996 15.174 1.786  0.08
H -8.782 -4.977 -10.456  0.12
H 0.661 5.563 3.731  0.11
H -14.951 1.701 -0.541  0.08
H 12.753 12.167 5.416  0.11
H -2.793 -11.593 -6.638  0.10
H 9.926 -1.765 5.674  0.10
H -1.519 15.770 8.336  0.08
H -8.547 4.709 -8.868  0.07
H 1.696 -19.070 -3.846  0.11
H 12.706 6.013 9.003  0.12
H -1.374 -10.169 -5.086  0.10
H -5.770 12.530 4.297  0.12
H -7.239 3.375 -5.806  0.11
H -7.337 13.183 3.882  0.10
H -9.542 -5.596 -0.920  0.11
H 8.790 10.888 5.730  0.11
H -3.079 -0.378 -10.833  0.11
H -9.407 -3.651 -2.323  0.08
H -0.933 -2.417 -0.591  0.12
H -1.478 6.457 3.052  0.11
H -3.867 0.818 -0.773  0.11
H -14.327 2.810 -1.524  0.06
H 12.734 -8.474 8.988  0.11
H -11.106 -4.285 -13.962  0.11
H -9.279 -7.111 -1.857  0.13
H 3.168 -17.741 -2.423  0.11
H -3.912 1.073 -12.715  0.10
H 1.410 3.341 3.161  0.12
H 11.122 4.267 9.852  0.10
H 8.764 4.304 9.098  0.11
H -4.883 -2.151 -9.932  0.12
H 9.843 -6.030 5.749  0.12
H 3.345 -15.287 -2.833  0.12
H -11.661 3.735 0.873  0.12
H -3.217 -1.325 -1.511  0.10
H 13.469 10.541 7.183  0.11
H -9.905 3.587 -8.847  0.09
H 14.267 -8.511 10.954  0.11
H -11.125 -3.826 -1.836  0.09
H 14.087 -4.251 10.927  0.12
H -2.146 -13.874 -7.109  0.12
H 0.203 -1.279 0.844  0.12
H -12.194 3.494 -0.820  0.10
H -0.195 13.637 5.787  0.12
H -10.657 -3.549 -3.470  0.09
H -0.954 16.647 6.916  0.08
H 7.966 6.255 7.975  0.12
H -5.962 0.491 -13.824  0.12
H -10.043 -2.160 -14.332  0.12
H -6.938 3.807 -7.475  0.10



Number 1: HOMO-LUMO gap 8.11 eV, E_tot -181056.718 eV. Number 2: HOMO-LUMO gap 8.33 eV, E_tot -122176.467 eV.